P) ORCA calculation (ωB97M-V/def2-TZVPD) on 4 unconnected molecules or ions with the total composition H8O4.

Its LUMO energy is 0.52 eV. The value obtained for the HOMO energy is -10.5 eV. The calculation puts the gap between HOMO and LUMO at 11.02 eV. Its SMILES is O.O.O.O.

Structure (XYZ):
```
12
Properties=species:S:1:pos:R:3:mulliken_charge:R:1
O 18.50 -4.97 -15.01 -0.667
H 18.41 -5.09 -15.96 0.290
H 18.62 -5.85 -14.58 0.433
O 18.99 -7.59 -14.24 -0.720
H 19.81 -7.66 -13.76 0.370
H 18.88 -8.40 -14.75 0.291
O 18.17 -7.47 -11.47 -0.641
H 17.26 -7.48 -11.31 0.299
H 18.21 -7.77 -12.41 0.366
O 20.79 -6.71 -12.31 -0.652
H 20.14 -6.58 -11.60 0.336
H 21.63 -6.48 -11.85 0.294
```

Q) ORCA calculation (ωB97M-V/def2-TZVPD) on 4 unconnected molecules or ions with the total composition H8O4.

Its LUMO energy is 0.11 eV. The value obtained for the HOMO energy is -10.7 eV. The calculation puts the gap between HOMO and LUMO at 10.78 eV. Its SMILES is O.O.O.O.

Structure (XYZ):
```
12
Properties=species:S:1:pos:R:3:mulliken_charge:R:1
O -1.91 -35.78 -46.77 -0.680
H -2.08 -35.53 -45.84 0.387
H -2.18 -35.02 -47.22 0.289
O -2.31 -32.68 -46.67 -0.625
H -2.09 -32.69 -47.65 0.328
H -3.13 -32.55 -46.43 0.300
O 0.29 -36.82 -48.03 -0.587
H -0.44 -36.30 -47.66 0.376
H 0.90 -36.22 -48.08 0.267
O -2.48 -34.70 -44.15 -0.697
H -2.56 -33.97 -44.73 0.317
H -3.14 -35.32 -44.19 0.326
```

Of them, the most stable is P) and the least stable is Q).